Model i:
C4H13N2 | ωB97M-V/def2-TZVPD

Geometry as XYZ:
```
19
Properties=species:S:1:pos:R:3
N -1.25 0.69 -0.16
C -1.35 0.37 -1.52
C 0.00 0.53 -2.26
N 0.69 -0.69 0.82
C 0.35 -1.50 2.00
C 1.38 0.54 1.11
H -0.20 -0.38 0.35
H -2.17 0.96 0.21
H -0.02 0.00 -3.20
H -2.12 0.94 -2.05
H -1.61 -0.71 -1.52
H 0.84 0.17 -1.67
H 0.16 1.59 -2.45
H 1.22 -1.65 2.64
H 0.02 -2.48 1.65
H -0.45 -1.03 2.55
H 2.13 0.76 0.36
H 1.77 0.55 2.09
H 0.59 1.33 1.06
```

## Properties
Net charge ... +1
LUMO ... -8.3 eV



Model ii:
C4H13N2 | ωB97M-V/def2-TZVPD

Geometry as XYZ:
```
19
Properties=species:S:1:pos:R:3
C -0.02 -1.76 -0.08
N 0.13 -2.52 -1.31
C 1.07 -0.71 0.00
N 0.85 0.09 1.26
H 0.02 -2.46 0.76
H -1.00 -1.26 0.06
H -0.59 -3.23 -1.31
H -0.09 -1.93 -2.10
H 1.00 -0.04 -0.85
H 2.07 -1.15 0.06
H 1.61 0.73 1.48
H 0.06 0.73 1.03
H 0.65 -0.53 2.04
C -1.49 2.07 0.15
C -0.42 2.57 -0.48
H -2.09 1.32 -0.35
H -1.76 2.42 1.13
H -0.26 2.44 -1.54
H 0.28 3.21 0.06
```

## Properties
Net charge ... +1
LUMO ... -3.3 eV



Model iii:
C4H13N2 | ωB97M-V/def2-TZVPD

Geometry as XYZ:
```
19
Properties=species:S:1:pos:R:3
C -1.28 0.83 0.04
N -2.63 0.57 0.47
C -0.58 -0.29 -0.68
N 0.81 0.02 -0.60
C 3.95 0.35 0.45
C -0.92 -1.52 0.12
H -0.60 0.72 0.90
H -1.03 1.82 -0.38
H -3.11 1.16 -0.13
H -2.93 0.63 1.37
H -0.77 -0.27 -1.71
H 1.22 -0.31 -1.46
H 4.49 0.14 -0.45
H 4.06 -0.49 1.14
H 2.91 0.29 0.16
H 4.30 1.25 0.91
H -1.93 -1.94 -0.07
H -0.77 -1.17 1.13
H -0.12 -2.22 -0.03
```

## Properties
Net charge ... +1
LUMO ... -9.2 eV



Last place for stability: model iii